# 1
A structure of composition C2H4GaO3 in a non-equilibrium geometry, computed with ωB97M-V with the def2-TZVPD basis set.

XYZ file:
```
10
Properties=species:S:1:pos:R:3:forces:R:3:lowdin_charge:R:1
O -0.697856 1.608872 0.412814 0.669 1.132 -0.499 0.262
C -0.090986 0.903240 -0.440271 -1.072 -3.033 3.525 -0.553
Ga 2.550504 0.378521 -0.123697 0.585 -0.262 -0.536 1.502
O -0.112069 -0.359877 -0.745820 0.805 2.282 -1.116 0.023
O 1.075056 1.448019 -0.532722 4.518 1.609 -1.949 -0.062
H 0.428932 2.279024 0.462205 -3.620 -0.917 -0.001 0.370
C -0.671830 -1.380062 0.090830 -2.162 -1.069 0.899 0.060
H -0.465892 -1.227913 1.154488 0.353 0.348 -0.147 0.128
H -1.756386 -1.316309 -0.025222 0.129 -0.476 -0.036 0.136
H -0.259476 -2.333515 -0.252609 -0.205 0.384 -0.141 0.134
```
Positions in Å, forces in eV/Å.

Values from the calculation:
Total charge ... +2
HOMO-LUMO gap (spin up / spin down) ... 10.594 / 6.011 eV
E_HOMO (spin up / spin down) ... -21.7 / -21.7 eV
DFT total energy ... -60632.5487 eV
2S+1 ... 2
Largest force on an atom ... 0.1007 Eh/bohr

---

# 2
A cluster of 12 separate species, C58H81F5O14 in total in a non-equilibrium geometry, computed with ωB97M-V with the def2-TZVPD basis set.

XYZ file:
```
158
Properties=species:S:1:pos:R:3:forces:R:3:lowdin_charge:R:1
C -0.696603 1.439880 6.745554 -0.403 1.570 0.095 -0.048
C -0.272351 1.681856 5.299721 -2.150 0.035 -0.805 -0.203
O -0.205702 3.117336 5.087545 1.074 -0.304 0.690 -0.019
C 0.497448 3.598678 4.047285 -1.433 1.574 -0.030 -0.536
C 0.354742 5.113059 3.974745 -0.790 1.111 0.771 0.015
O 0.995713 2.961659 3.175659 0.868 -1.271 -0.332 0.111
H -1.667084 1.943843 6.970189 0.518 -0.495 -0.448 0.094
H 0.000462 1.974711 7.390799 0.259 -0.291 0.156 0.079
H -0.773429 0.405736 7.050454 0.141 -0.260 -0.219 0.047
H 0.604718 1.129377 4.990885 0.521 0.320 0.025 0.093
H -1.098808 1.417635 4.599688 0.540 -0.453 0.452 0.118
H 0.181498 5.463721 2.938985 0.375 -0.501 0.538 0.065
H 1.171213 5.705953 4.432042 -0.001 -0.691 -0.419 0.091
H -0.527138 5.438303 4.573274 0.446 -0.437 -0.419 0.090
C 3.892003 0.719661 3.618693 -0.629 -1.048 -0.472 -0.034
C 3.616589 0.718594 2.104220 -0.093 0.665 1.600 -0.206
O 4.536941 1.565761 1.443011 0.936 0.374 0.067 -0.004
C 4.786461 1.413432 0.144363 -0.317 0.522 -0.935 -0.548
C 5.815424 2.403667 -0.334617 -1.306 1.282 -0.993 0.030
O 4.208105 0.660703 -0.609228 0.072 -0.277 0.704 0.081
H 3.957033 1.722499 3.991180 -0.351 0.593 0.257 0.066
H 4.831766 0.247884 3.869707 0.289 -0.300 -0.091 0.069
H 3.074708 0.126624 4.125585 0.787 0.777 -0.466 0.085
H 3.670737 -0.246384 1.699092 0.003 -1.460 -0.623 0.104
H 2.641708 1.131648 1.966323 -0.863 0.202 -0.321 0.092
H 6.778770 2.028819 -0.169644 1.524 -0.753 0.098 0.062
H 5.767712 3.336725 0.240164 -0.191 -0.227 -0.117 0.087
H 5.677036 2.643589 -1.431105 0.092 -0.486 1.292 0.115
C -0.241075 -2.373996 6.836909 1.235 -0.107 0.342 -0.059
C 0.817061 -2.256301 5.757017 -0.510 -0.005 0.646 -0.208
O 0.319382 -3.131272 4.742154 0.035 0.433 -1.294 -0.024
C 1.142589 -3.302707 3.688918 2.391 -1.136 0.080 -0.522
C 0.501752 -4.047303 2.543546 1.292 -0.995 0.318 0.031
O 2.353846 -3.089950 3.749435 -1.934 0.568 -0.096 0.055
H -1.149143 -1.984705 6.457063 -1.159 0.042 -0.319 0.061
H -0.039842 -1.871653 7.780466 0.398 0.206 -0.104 0.080
H -0.275528 -3.431532 7.048836 -0.587 -0.328 0.184 0.081
H 0.890992 -1.253537 5.344567 0.185 0.137 -0.055 0.106
H 1.781630 -2.616771 6.071773 0.414 0.083 0.161 0.119
H 0.585404 -3.523825 1.589223 -0.431 0.270 0.263 0.083
H -0.480482 -4.304291 2.899582 -0.606 -0.151 -0.625 0.070
H 1.121293 -4.986989 2.371247 -0.778 1.035 0.440 0.115
C -5.719207 1.457392 -1.900143 -1.488 -0.888 -0.814 -0.077
C -4.964345 0.392886 -1.189893 1.960 -1.703 1.374 -0.159
O -4.277752 -0.483848 -2.230517 -1.286 0.613 -0.088 -0.015
C -3.339345 -1.301144 -1.795493 0.116 1.422 3.295 -0.570
C -2.686988 -2.172037 -2.769633 -0.516 -0.061 -1.526 0.024
O -3.021409 -1.274909 -0.601111 0.060 -0.471 -1.057 0.031
H -5.801896 2.320144 -1.269612 0.194 0.612 0.199 0.073
H -6.773332 1.208197 -2.211178 1.110 -0.111 0.259 0.097
H -5.125218 1.627461 -2.787400 -0.102 0.666 -0.280 0.061
H -4.109582 0.863649 -0.601572 -1.109 -0.680 -0.664 0.116
H -5.497636 -0.326263 -0.484511 0.490 1.120 -0.980 0.146
H -1.640742 -2.329857 -2.479342 -0.472 -0.201 -0.250 0.098
H -2.832488 -1.735631 -3.769315 0.595 0.030 0.229 0.092
H -3.301465 -3.073829 -2.847912 0.466 -0.325 0.359 0.101
C -0.408770 0.263802 -9.257080 -1.933 -0.027 -0.821 -0.044
C -1.404007 -0.565642 -8.418486 1.567 0.806 0.247 -0.195
O -0.761627 -0.984864 -7.185571 0.620 -1.507 -0.252 -0.073
C 0.060200 -2.076330 -7.429602 0.216 1.384 0.911 -0.499
C 0.760199 -2.563529 -6.174236 0.194 0.110 -1.044 0.037
O 0.274177 -2.434903 -8.546714 0.143 -0.989 -0.298 0.102
H -0.949843 0.831342 -10.062537 0.486 -0.681 0.587 0.098
H 0.407226 -0.314993 -9.667317 -0.114 -0.222 -0.101 0.073
H -0.015995 0.986967 -8.611833 0.799 1.321 0.940 0.038
H -2.263093 -0.030812 -8.058012 -0.415 0.372 -0.284 0.112
H -1.629618 -1.453784 -8.935881 -0.856 -0.888 -0.723 0.097
H 0.948655 -3.632795 -6.207260 -0.428 -0.127 -0.007 0.090
H 0.210535 -2.239337 -5.311851 -0.030 0.029 0.544 0.063
H 1.765280 -2.129677 -6.208819 -0.209 0.272 0.230 0.086
C 0.136137 -0.600275 2.047619 1.002 0.168 1.634 -0.042
C 0.154647 -0.179507 0.638152 1.226 1.181 -2.540 -0.207
O 0.950771 -1.118981 -0.158214 0.443 -0.635 -0.238 -0.019
C 1.241475 -0.871333 -1.466417 -1.635 0.336 0.844 -0.486
C 1.997409 -1.982273 -2.136951 1.040 -0.493 1.353 0.038
O 0.861566 0.138692 -2.034964 0.391 -0.737 0.592 0.062
H 0.113220 0.277777 2.718306 -0.088 -0.177 -0.388 0.073
H 1.110074 -1.093766 2.262913 -0.669 0.075 0.015 0.084
H -0.711276 -1.228384 2.340570 0.345 -0.050 -0.350 0.062
H -0.793350 -0.135248 0.171910 -1.356 -0.291 -0.307 0.079
H 0.568810 0.823552 0.385550 0.103 -0.493 0.873 0.113
H 3.024858 -1.619503 -2.118779 0.264 -0.051 -0.170 0.087
H 1.720514 -2.059003 -3.152848 -0.406 0.091 -1.125 0.057
H 2.049253 -3.008134 -1.692892 -0.552 1.166 0.064 0.087
C -6.578612 -3.533449 5.395223 -1.257 -0.530 1.579 -0.077
C -6.082308 -2.251656 4.812359 0.172 -0.215 -1.083 -0.218
O -4.962254 -2.670073 4.012491 0.743 -1.123 0.489 -0.007
C -4.335097 -1.887069 3.140062 -1.678 0.799 1.522 -0.541
C -3.202366 -2.490307 2.475452 0.874 -2.652 -1.023 0.028
O -4.729634 -0.765526 2.949622 0.054 0.716 -0.373 0.094
H -7.424420 -3.382779 6.131667 0.834 0.082 -0.834 0.097
H -5.773514 -4.007901 5.977895 -0.188 0.149 -0.283 0.083
H -6.937352 -4.259923 4.663570 0.150 0.233 -0.136 0.078
H -6.741423 -1.677477 4.191542 -0.789 -0.175 -0.581 0.115
H -5.829732 -1.539682 5.559612 0.914 0.450 0.858 0.113
H -2.230562 -2.357386 2.922895 0.022 0.050 0.887 0.063
H -3.113660 -1.974525 1.564561 0.105 0.511 -1.503 0.039
H -3.307073 -3.602663 2.241998 -0.084 1.475 0.528 0.133
F 3.495344 -4.823209 -1.325154 0.485 0.052 0.503 0.026
C 4.003544 -5.214347 -0.110044 -0.727 0.696 -0.484 -0.286
C 3.982325 -4.347198 0.936520 -0.543 0.449 1.656 -0.006
C 4.331704 -4.808128 2.249289 1.100 -0.434 -1.431 -0.077
C 4.699886 -6.131692 2.361513 -0.400 -1.720 -1.295 -0.080
C 4.654516 -7.040783 1.228122 0.111 0.872 1.617 -0.063
C 4.363657 -6.528295 0.002791 -0.066 -0.899 -1.192 -0.052
H 3.509887 -3.383330 0.806731 0.321 0.270 -0.068 0.110
H 4.508715 -4.183205 3.123338 -0.689 0.183 -0.479 0.100
H 4.952887 -6.560441 3.312801 0.150 0.034 0.344 0.089
H 4.779986 -8.122936 1.304973 0.306 0.443 0.338 0.106
H 4.328985 -7.119393 -0.917666 -0.006 -0.023 0.467 0.127
F -0.630334 5.069616 -1.751724 -0.497 0.610 -0.006 0.054
C 0.393269 4.856547 -0.907511 -0.124 -0.038 0.081 -0.327
C 0.956648 3.623926 -0.991020 1.335 -1.111 0.891 0.012
C 2.071181 3.314079 -0.131084 -1.572 0.476 -2.376 -0.040
C 2.524469 4.312938 0.682413 0.071 0.040 1.463 -0.100
C 1.844248 5.529814 0.833284 0.769 0.417 -0.263 -0.101
C 0.782600 5.828206 0.008697 -1.370 0.908 0.174 -0.040
H 0.495426 2.908544 -1.674255 0.418 0.036 0.107 0.110
H 2.571013 2.368190 -0.316372 -0.132 0.092 0.478 0.086
H 3.298854 4.087586 1.402136 0.344 0.062 -0.152 0.101
H 2.241516 6.289534 1.527055 -0.408 -0.558 -0.265 0.117
H 0.123814 6.735065 0.145198 1.098 -0.919 -0.353 0.140
F -4.328156 3.742207 4.318807 0.508 0.133 -0.199 0.043
C -3.478526 3.346257 3.329410 -0.336 -0.086 0.134 -0.259
C -3.464539 1.989830 3.032218 -1.290 0.187 1.203 -0.026
C -2.766551 1.546038 1.947303 0.232 0.508 -0.644 -0.094
C -1.989589 2.442335 1.210703 1.670 -0.324 -1.152 -0.066
C -1.966426 3.807474 1.532850 -0.579 -0.430 0.287 -0.061
C -2.762591 4.267738 2.595376 0.460 -0.429 -0.747 -0.019
H -4.117105 1.316570 3.619428 0.499 0.484 -0.510 0.116
H -2.962638 0.547197 1.609000 0.437 -0.517 -0.038 0.083
H -1.290763 1.997157 0.417467 -1.329 1.076 0.958 0.106
H -1.439393 4.595385 0.981897 0.055 -0.809 0.021 0.093
H -2.775844 5.331631 2.706525 -0.374 0.360 0.647 0.111
F 3.654996 0.201457 -7.958805 0.161 0.145 -0.451 0.058
C 3.652433 0.358761 -6.623740 0.079 -0.443 -0.322 -0.309
C 4.806960 0.246292 -5.909489 0.179 0.022 1.938 -0.003
C 4.644111 0.337698 -4.500484 0.951 -0.535 -1.620 -0.065
C 3.403458 0.502777 -3.927358 0.837 0.809 0.916 -0.108
C 2.259354 0.710559 -4.675271 1.492 -0.231 -0.613 -0.053
C 2.431361 0.589346 -6.035956 -1.686 0.812 -0.918 -0.029
H 5.818412 0.105294 -6.270027 -0.330 -0.024 -0.527 0.114
H 5.588662 0.237842 -3.954966 -0.681 0.135 0.344 0.109
H 3.423392 0.681717 -2.874531 -0.382 -0.193 0.633 0.070
H 1.369870 1.028924 -4.195374 -0.786 -0.043 0.105 0.078
H 1.610419 0.810424 -6.733280 0.224 -0.326 0.352 0.116
F -2.454993 3.175896 -6.647691 -0.361 0.417 -1.014 0.065
C -2.389510 2.579032 -5.456337 -0.084 -0.153 -0.582 -0.301
C -2.959912 3.235458 -4.399658 0.237 -0.839 1.466 0.000
C -2.710206 2.712077 -3.131372 -0.146 0.698 1.039 -0.085
C -1.947028 1.571153 -3.013364 0.476 0.143 0.451 -0.127
C -1.436991 0.917267 -4.107659 0.043 -1.157 -0.969 -0.070
C -1.721100 1.382406 -5.411606 1.134 0.053 1.625 0.021
H -3.557707 4.089685 -4.546521 -0.392 1.000 -0.234 0.107
H -2.982061 3.188740 -2.143871 -0.097 -0.220 -1.541 0.131
H -1.625533 1.268882 -2.031880 -0.089 -0.322 0.274 0.087
H -0.831572 0.009706 -3.906860 -0.321 0.750 -0.492 0.101
H -1.214398 1.006655 -6.290292 -0.285 -0.146 0.139 0.088
```
Positions in Å, forces in eV/Å.

Values from the calculation:
HOMO-LUMO gap ... 9.401 eV
E_HOMO ... -8.9 eV
DFT total energy ... -103711.8760 eV
Largest force on an atom ... 0.0698 Eh/bohr

---

# 3
The molecule C3H3OPS in a non-equilibrium geometry, computed with ωB97M-V with the def2-TZVPD basis set.

XYZ file:
```
9
Properties=species:S:1:pos:R:3:forces:R:3:lowdin_charge:R:1
C -0.229029 0.569034 0.191262 -1.663 -0.889 -0.706 -0.098
C 0.561408 -0.475151 0.445563 0.934 0.131 -0.902 -0.474
P 2.164805 -0.133524 1.154704 0.890 0.609 1.761 0.732
S 3.064569 1.109840 -0.359157 0.797 0.789 -0.386 0.661
C 3.390841 -0.551766 -0.165006 -1.492 -1.914 -0.421 -1.048
O 3.788744 -1.547438 -0.702690 0.546 1.063 0.167 -0.011
H -1.087259 0.302127 -0.517164 0.903 1.082 1.283 0.083
H -0.112193 1.604380 0.638158 -0.045 -1.453 -0.812 0.081
H 0.538720 -1.488509 0.014527 -0.870 0.582 0.015 0.074
```
Positions in Å, forces in eV/Å.

Values from the calculation:
HOMO-LUMO gap ... 8.702 eV
E_HOMO ... -8.9 eV
DFT total energy ... -25328.9878 eV
Largest force on an atom ... 0.0479 Eh/bohr

---

# 4
A structure of composition C6H19N2SiZn in a non-equilibrium geometry, computed with ωB97M-V with the def2-TZVPD basis set.

XYZ file:
```
29
Properties=species:S:1:pos:R:3:forces:R:3:lowdin_charge:R:1
C -1.840238 0.927195 -1.410582 -0.889 1.209 -1.135 -0.296
Zn -0.341052 -0.054180 -0.594120 3.541 -3.347 2.029 -0.102
N 1.398123 0.772324 0.296882 -0.128 -0.005 0.528 -0.055
N 0.773739 -1.430889 -1.859559 -0.730 0.151 0.240 -0.053
H 1.472854 0.255765 1.183763 0.086 0.067 -0.238 0.009
H -0.610075 1.152095 -1.501746 -2.230 1.395 -1.371 0.016
H -2.298486 1.699435 -0.778887 0.201 -0.273 0.082 0.036
H -2.179287 -0.094129 -1.106763 -0.328 0.640 -0.318 0.012
H -2.166801 1.073317 -2.443555 0.423 -0.053 0.174 0.028
H 1.046528 -2.265663 -1.337266 0.126 -0.096 0.069 0.000
H 1.624285 -0.968304 -2.190754 0.016 0.120 -0.073 -0.028
H 0.261802 -1.746926 -2.692012 0.093 0.120 0.001 -0.001
H 2.228189 0.589219 -0.266137 0.027 0.185 -0.044 -0.013
H 1.364297 1.765704 0.532514 0.131 0.008 -0.227 0.012
C 0.136109 -2.010708 4.919101 -0.032 -0.064 0.058 -0.206
Si -1.326824 -1.114637 4.143217 0.301 0.304 -0.416 0.371
C -2.941656 -1.966712 4.559397 -0.086 -0.110 0.032 -0.205
C -1.369967 0.642673 4.840849 -0.010 -0.016 -0.030 -0.207
C -1.085863 -1.036604 2.316999 -0.028 0.159 -0.796 -0.271
C -0.928495 -0.866297 1.102363 -0.436 -0.275 1.633 -0.267
H 0.087123 -1.976697 6.017331 0.011 -0.029 -0.225 0.023
H 1.080230 -1.545534 4.601027 -0.234 -0.111 0.065 0.025
H 0.152796 -3.062940 4.603984 0.038 0.210 0.070 0.026
H -3.133331 -1.958395 5.639992 0.037 -0.005 -0.152 0.025
H -3.774354 -1.457828 4.057709 0.141 -0.102 0.083 0.028
H -2.924707 -3.008913 4.218478 -0.039 0.157 0.051 0.027
H -0.528057 1.232109 4.452220 -0.180 -0.127 0.086 0.019
H -2.299793 1.155824 4.558709 0.203 -0.098 0.037 0.025
H -1.305188 0.632896 5.938749 -0.026 -0.015 -0.215 0.023
```
Positions in Å, forces in eV/Å.

Values from the calculation:
Total charge ... -1
HOMO-LUMO gap ... 2.625 eV
E_HOMO ... -0.1 eV
DFT total energy ... -65802.6412 eV
Largest force on an atom ... 0.1027 Eh/bohr